Below is 9 unconnected molecules or ions with the total composition C42H62BIN8 at a distorted geometry, with properties calculated with ωB97M-V/def2-TZVPD.

Geometry as XYZ:
```
114
Properties=species:S:1:pos:R:3
C -0.370 0.007 4.547
C -1.647 0.734 4.021
C -2.543 -0.031 2.993
C -2.116 -1.480 2.594
C -1.397 -1.560 1.189
C 0.162 -1.532 1.252
C 0.840 -0.127 1.279
C -0.009 1.042 0.715
C 0.903 2.314 0.581
C 0.118 3.502 -0.094
B 0.838 4.910 0.078
I 1.776 5.733 -1.717
H 0.099 -0.701 3.847
H 0.394 0.789 4.753
H -0.564 -0.461 5.534
H -2.274 0.967 4.909
H -1.354 1.716 3.601
H -3.563 -0.104 3.431
H -2.689 0.535 2.049
H -1.562 -2.048 3.361
H -3.062 -2.046 2.433
H -1.843 -0.855 0.461
H -1.668 -2.574 0.811
H 0.556 -2.154 0.421
H 0.451 -2.081 2.178
H 1.221 0.189 2.268
H 1.743 -0.198 0.630
H -0.824 1.337 1.403
H -0.414 0.849 -0.300
H 1.833 2.047 0.047
H 1.194 2.679 1.593
H -0.909 3.504 0.341
H -0.011 3.236 -1.168
H 0.890 5.547 1.075
C -5.401 2.205 0.307
C -3.985 2.147 0.255
C -3.647 1.380 -0.831
N -4.805 0.969 -1.434
C -5.878 1.471 -0.750
H -6.002 2.725 1.034
H -3.292 2.616 0.936
H -2.685 1.090 -1.225
H -4.858 0.390 -2.251
H -6.885 1.262 -1.071
C -0.243 -5.074 3.233
C -1.614 -5.324 2.971
C -1.679 -6.155 1.883
N -0.398 -6.413 1.475
C 0.484 -5.762 2.295
H 0.166 -4.460 4.020
H -2.459 -4.938 3.519
H -2.521 -6.582 1.365
H -0.144 -6.992 0.696
H 1.548 -5.844 2.141
C 4.126 -1.624 0.902
C 4.431 -1.184 -0.412
C 4.412 -2.286 -1.228
N 4.111 -3.374 -0.454
C 3.932 -2.979 0.845
H 4.055 -1.015 1.789
H 4.637 -0.176 -0.721
H 4.585 -2.389 -2.288
H 4.034 -4.317 -0.788
H 3.683 -3.694 1.612
C 6.459 1.863 -2.864
C 6.823 3.063 -3.529
C 5.721 3.884 -3.526
N 4.708 3.221 -2.891
C 5.149 1.994 -2.479
H 7.085 1.004 -2.686
H 7.782 3.299 -3.959
H 5.573 4.876 -3.920
H 3.780 3.569 -2.742
H 4.493 1.326 -1.950
C -5.754 1.823 6.480
C -5.340 2.291 7.754
C -4.442 1.383 8.252
N -4.301 0.382 7.329
C -5.093 0.645 6.245
H -6.454 2.296 5.812
H -5.664 3.193 8.248
H -3.895 1.361 9.180
H -3.709 -0.420 7.432
H -5.119 -0.028 5.403
C 5.422 -1.375 -6.754
C 4.176 -2.010 -6.517
C 3.466 -1.207 -5.659
N 4.239 -0.116 -5.368
C 5.429 -0.208 -6.034
H 6.222 -1.733 -7.382
H 3.837 -2.947 -6.928
H 2.483 -1.318 -5.233
H 3.974 0.637 -4.758
H 6.177 0.562 -5.936
C -0.664 -4.133 -2.906
C 0.691 -3.710 -2.891
C 1.093 -3.670 -1.579
N 0.029 -4.050 -0.804
C -1.043 -4.338 -1.604
H -1.289 -4.272 -3.774
H 1.302 -3.463 -3.744
H 2.039 -3.405 -1.132
H 0.036 -4.107 0.198
H -1.980 -4.660 -1.180
C -3.067 5.857 -4.555
C -1.824 5.290 -4.938
C -1.590 4.226 -4.105
N -2.639 4.133 -3.233
C -3.547 5.119 -3.502
H -3.555 6.708 -5.001
H -1.176 5.624 -5.732
H -0.769 3.530 -4.055
H -2.731 3.445 -2.505
H -4.451 5.211 -2.923
```

Summary:
HOMO-LUMO gap   8.0 eV
Molecular weight   816.73 g mol⁻¹
Structure (SMILES)   CCCCCCCCCCBI.c1cc[nH]c1.c1cc[nH]c1.c1cc[nH]c1.c1cc[nH]c1.c1cc[nH]c1.c1cc[nH]c1.c1cc[nH]c1.c1cc[nH]c1
DFT total energy   -65255.5667 eV



Below is 7 unconnected molecules or ions with the total composition C42H62F3N7O2 at a distorted geometry, with properties calculated with ωB97M-V/def2-TZVPD.

Geometry as XYZ:
```
116
Properties=species:S:1:pos:R:3
C -0.602 0.889 0.601
O -1.793 1.481 1.140
C -1.773 1.532 2.557
C -0.454 2.084 3.197
O -0.333 3.497 2.862
C 0.975 3.883 2.706
F 1.827 3.383 3.638
F 1.396 3.658 1.418
F 1.023 5.271 2.861
C -2.168 0.142 3.240
N -2.460 -0.902 2.248
C -1.986 -2.236 2.707
C -0.536 -2.383 2.103
C -0.470 -2.540 0.644
C 0.823 -2.641 -0.012
C 2.009 -2.568 0.844
C 1.964 -2.436 2.291
C 0.656 -2.338 2.948
C -3.850 -0.923 1.844
C -5.006 -0.861 2.728
C -6.364 -0.938 2.168
C -6.633 -1.083 0.743
C -5.468 -1.138 -0.153
C -4.131 -1.061 0.405
H -0.778 0.387 -0.390
H 0.153 1.703 0.436
H -0.132 0.121 1.272
H -2.586 2.254 2.854
H -0.608 2.046 4.316
H 0.462 1.480 2.994
H -1.305 -0.237 3.865
H -2.996 0.332 3.979
H -1.971 -2.345 3.826
H -2.663 -3.019 2.284
H -1.427 -2.562 0.069
H 0.863 -2.728 -1.116
H 3.016 -2.611 0.370
H 2.860 -2.402 2.943
H 0.497 -2.202 4.036
H -4.869 -0.764 3.827
H -7.249 -0.923 2.853
H -7.650 -1.159 0.301
H -5.551 -1.272 -1.250
H -3.264 -1.118 -0.292
C 4.361 -0.628 -2.929
C 3.876 -1.857 -3.692
C 2.618 -1.585 -4.520
C 1.505 -1.161 -3.632
N 0.649 -0.834 -2.941
H 3.620 -0.289 -2.201
H 5.274 -0.860 -2.377
H 4.576 0.198 -3.611
H 3.683 -2.664 -2.982
H 4.671 -2.199 -4.358
H 2.319 -2.488 -5.056
H 2.804 -0.799 -5.256
C -2.228 6.774 2.989
C -1.400 8.017 2.682
C -1.629 9.149 3.688
C -3.056 9.567 3.672
N -4.158 9.888 3.659
H -3.300 6.975 2.933
H -2.007 5.989 2.264
H -2.003 6.390 3.987
H -1.641 8.364 1.674
H -0.341 7.748 2.685
H -1.006 10.009 3.434
H -1.365 8.825 4.697
C 7.944 -4.821 -4.308
C 7.456 -6.048 -5.071
C 6.194 -5.774 -5.895
C 5.084 -5.350 -5.002
N 4.230 -5.023 -4.309
H 7.206 -4.482 -3.578
H 8.859 -5.054 -3.761
H 8.158 -3.995 -4.991
H 7.264 -6.856 -4.360
H 8.249 -6.390 -5.740
H 5.892 -6.675 -6.432
H 6.379 -4.988 -6.630
C -8.927 2.219 -1.565
C -7.806 2.660 -2.500
C -7.623 1.721 -3.696
C -7.279 0.356 -3.223
N -7.013 -0.697 -2.851
H -8.719 1.244 -1.121
H -9.040 2.931 -0.746
H -9.880 2.159 -2.097
H -6.874 2.722 -1.933
H -8.024 3.666 -2.869
H -6.821 2.085 -4.341
H -8.538 1.672 -4.290
C -0.247 2.964 -4.331
C 0.580 2.766 -3.066
C 2.017 3.276 -3.207
C 2.712 2.542 -4.297
N 3.248 1.975 -5.140
H 0.164 2.402 -5.172
H -1.269 2.613 -4.175
H -0.290 4.020 -4.611
H 0.589 1.703 -2.811
H 0.096 3.291 -2.239
H 2.563 3.124 -2.274
H 2.025 4.344 -3.434
C 4.361 -6.498 4.549
C 5.150 -5.211 4.333
C 4.871 -4.154 5.406
C 3.432 -3.786 5.396
N 2.319 -3.505 5.388
H 3.285 -6.324 4.492
H 4.613 -7.231 3.781
H 4.587 -6.937 5.524
H 4.909 -4.808 3.346
H 6.218 -5.443 4.333
H 5.467 -3.259 5.216
H 5.135 -4.532 6.396
```

Summary:
HOMO-LUMO gap   8.8 eV
Molecular weight   754.00 g mol⁻¹
Structure (SMILES)   CO[C@H](COC(F)(F)F)CN(Cc1ccccc1)c1ccccc1.CCCC#N.CCCC#N.CCCC#N.CCCC#N.CCCC#N.CCCC#N
DFT total energy   -67234.3574 eV



Below is a molecular structure, C42H64B2N10OS2Ti at a distorted geometry, with properties calculated with ωB97M-V/def2-TZVPD.

Geometry as XYZ:
```
122
Properties=species:S:1:pos:R:3
Ti -0.551 0.805 1.062
C 2.088 4.546 1.860
C 1.056 3.983 0.878
C 0.619 5.038 -0.146
C 1.619 2.793 0.164
C 2.732 2.715 -0.658
C 2.784 1.412 -1.142
C 3.879 0.907 -2.028
C 4.855 0.059 -1.206
C 3.323 0.154 -3.232
N 1.739 0.728 -0.630
N 1.043 1.582 0.192
B 0.948 -0.661 -0.645
N 1.347 -1.426 0.640
N 0.547 -0.980 1.671
C 0.970 -1.563 2.799
C 2.055 -2.376 2.502
C 2.281 -2.259 1.140
C 3.369 -2.967 0.398
C 3.054 -4.469 0.338
C 4.720 -2.743 1.090
C 0.308 -1.438 4.137
C 1.327 -1.033 5.208
C -0.328 -2.788 4.501
N 0.344 -1.270 -1.923
N -0.969 -0.813 -1.966
C -1.524 -1.280 -3.063
C -0.613 -2.098 -3.741
C 0.550 -2.100 -3.006
C 1.698 -2.971 -3.485
C 2.291 -2.418 -4.793
C 2.779 -3.336 -2.479
C -2.917 -0.877 -3.458
C -3.833 -0.760 -2.236
C -3.516 -1.839 -4.482
H 1.643 5.337 2.464
H 2.458 3.769 2.528
H 2.938 4.966 1.319
H 0.174 3.663 1.436
H 1.477 5.410 -0.707
H -0.097 4.622 -0.858
H 0.158 5.884 0.363
H 3.431 3.499 -0.897
H 4.411 1.792 -2.377
H 4.364 -0.850 -0.861
H 5.716 -0.218 -1.814
H 5.214 0.611 -0.337
H 2.608 -0.594 -2.898
H 2.815 0.843 -3.909
H 4.125 -0.339 -3.781
H -0.157 -0.232 -0.196
H 2.617 -2.978 3.196
H 3.422 -2.572 -0.615
H 3.115 -4.906 1.335
H 2.053 -4.660 -0.050
H 3.777 -4.976 -0.300
H 4.766 -3.284 2.034
H 5.524 -3.114 0.454
H 4.902 -1.688 1.294
H -0.470 -0.674 4.074
H 2.025 -1.850 5.393
H 1.897 -0.155 4.908
H 0.818 -0.810 6.145
H 0.451 -3.532 4.671
H -0.912 -2.703 5.419
H -0.971 -3.163 3.703
H -0.783 -2.656 -4.646
H 1.204 -3.909 -3.747
H 2.640 -1.395 -4.674
H 3.133 -3.037 -5.105
H 1.551 -2.430 -5.591
H 3.490 -2.527 -2.317
H 2.321 -3.627 -1.536
H 3.341 -4.191 -2.853
H -2.835 0.113 -3.922
H -4.104 -1.764 -1.898
H -3.323 -0.241 -1.423
H -4.748 -0.225 -2.497
H -3.556 -2.850 -4.073
H -4.530 -1.530 -4.735
H -2.930 -1.860 -5.401
N -3.243 3.293 -1.342
C -2.437 3.046 -2.434
C -2.559 3.437 -3.762
C -1.530 3.084 -4.606
C -0.411 2.388 -4.126
C -0.296 2.008 -2.807
C -1.345 2.317 -1.939
N -1.531 2.109 -0.566
C -2.654 2.744 -0.266
C -3.071 2.964 1.098
C -4.177 3.605 1.574
S -4.072 3.758 3.270
C -2.570 2.940 3.241
N -2.172 2.582 2.056
H -4.101 3.819 -1.352
H -3.411 4.006 -4.110
H -1.571 3.366 -5.649
H 0.387 2.148 -4.816
H 0.584 1.490 -2.469
H -5.015 4.010 1.028
H -1.992 2.773 4.141
B 0.660 2.554 5.098
C 0.364 1.878 3.770
N 0.129 1.410 2.726
H 1.392 3.465 4.804
H 1.205 1.789 5.841
H -0.383 2.954 5.551
O -2.270 -0.128 1.453
S -3.500 -0.107 2.379
C -3.354 -1.589 3.416
C -4.777 -2.107 3.518
C -5.331 -2.115 2.090
C -4.883 -0.817 1.410
H -2.914 -1.312 4.373
H -2.690 -2.263 2.873
H -5.373 -1.445 4.152
H -4.795 -3.099 3.966
H -6.417 -2.187 2.100
H -4.947 -2.977 1.545
H -5.665 -0.060 1.391
H -4.502 -0.959 0.401
```

Summary:
HOMO-LUMO gap   6.3 eV
Molecular weight   858.67 g mol⁻¹
Net charge   +2
ΔE to the lowest compared entry with this formula, charge and spin   0.0 kcal per mole
DFT total energy   -107670.5849 eV



Below is a molecular structure, C42H65O4P3SSiTaTe at a distorted geometry, with properties calculated with ωB97M-V/def2-TZVPD.

Geometry as XYZ:
```
118
Properties=species:S:1:pos:R:3
Ta 0.906 -1.047 -0.826
C -2.719 -4.107 -0.796
Si -1.905 -2.323 -0.701
C -2.929 -1.428 -2.152
C -3.721 -2.267 -2.932
C -4.327 -1.790 -4.101
C -4.180 -0.502 -4.529
C -3.366 0.372 -3.801
C -2.743 -0.087 -2.673
P -1.830 0.874 -1.499
C -3.353 1.378 -0.512
C -4.084 2.527 -1.169
C -5.252 3.012 -0.301
C -4.980 3.166 1.210
C -3.536 2.885 1.595
C -2.940 1.641 0.950
C -0.935 2.474 -2.100
C -1.261 2.865 -3.643
C -0.816 4.315 -4.090
C -0.289 5.231 -2.990
C -1.178 5.080 -1.780
C -0.914 3.686 -1.070
C -2.292 -2.201 1.172
C -3.627 -2.369 1.668
C -3.881 -2.381 3.053
C -2.828 -2.207 3.936
C -1.537 -2.083 3.458
C -1.182 -2.092 2.095
P 0.630 -1.581 1.769
C 0.737 -0.125 2.812
C 2.059 0.516 2.423
C 2.524 1.368 3.579
C 1.381 2.240 4.132
C -0.008 1.624 4.185
C -0.392 0.856 2.926
C 1.900 -2.623 2.901
C 1.320 -3.991 3.493
C 2.288 -4.736 4.392
C 3.643 -5.077 3.694
C 4.361 -3.645 3.213
C 3.350 -2.868 2.398
H -3.802 -4.032 -0.969
H -2.551 -4.600 0.171
H -2.254 -4.713 -1.604
H -3.785 -3.305 -2.686
H -4.946 -2.477 -4.678
H -4.612 -0.147 -5.449
H -3.250 1.377 -4.155
H -3.984 0.460 -0.587
H -4.471 2.253 -2.151
H -3.394 3.349 -1.315
H -6.118 2.342 -0.474
H -5.556 3.981 -0.707
H -5.652 2.475 1.770
H -5.267 4.162 1.550
H -3.452 2.803 2.686
H -2.958 3.784 1.334
H -3.151 0.749 1.566
H -1.838 1.753 0.932
H 0.077 2.024 -2.063
H -2.362 2.883 -3.796
H -0.882 2.052 -4.238
H -1.627 4.879 -4.582
H -0.023 4.233 -4.827
H -0.272 6.263 -3.383
H 0.745 4.990 -2.772
H -2.218 5.188 -2.090
H -1.038 5.795 -0.981
H -1.580 3.527 -0.246
H 0.100 3.652 -0.732
H -4.426 -2.550 0.944
H -4.894 -2.557 3.388
H -3.037 -2.192 5.000
H -0.782 -1.901 4.217
H 0.845 -0.590 3.785
H 1.974 1.038 1.459
H 2.839 -0.250 2.253
H 3.316 2.071 3.305
H 2.949 0.708 4.352
H 1.255 3.108 3.485
H 1.670 2.578 5.134
H -0.688 2.465 4.408
H -0.133 0.923 5.006
H -0.458 1.500 2.038
H -1.370 0.409 3.087
H 1.885 -1.975 3.798
H 0.883 -4.607 2.696
H 0.485 -3.668 4.124
H 1.705 -5.572 4.801
H 2.488 -4.091 5.247
H 3.404 -5.795 2.889
H 4.324 -5.626 4.386
H 5.310 -3.906 2.664
H 4.623 -3.088 4.114
H 3.451 -3.529 1.462
H 3.941 -1.838 1.878
O 0.841 0.646 -0.724
S -0.291 -4.360 -3.965
C 0.613 -4.172 -2.605
C 6.803 -2.363 -4.160
C 5.670 -2.303 -3.052
O 4.773 -1.113 -3.404
P 3.431 -0.657 -2.700
O 3.159 -1.121 -1.245
Te 1.260 -1.187 -3.981
O 3.680 0.822 -2.841
C 4.645 1.627 -2.082
C 4.892 2.852 -2.985
H 7.488 -3.229 -4.073
H 7.318 -1.390 -4.193
H 6.276 -2.392 -5.142
H 6.103 -2.124 -2.059
H 5.100 -3.234 -2.950
H 5.582 1.042 -1.897
H 4.226 1.907 -1.120
H 5.093 2.487 -3.993
H 5.807 3.425 -2.674
H 3.997 3.492 -2.990
```

Summary:
HOMO-LUMO gap (spin up / spin down)   6.3 / 6.3 eV
Molecular weight   1095.60 g mol⁻¹
2S+1   2
DFT total energy   -108219.8540 eV